Record 1
The following is a quantum chemistry calculation of a molecular structure, C28H48BN13OSm, from OMol25.

Summary:
charge: +1
multiplicity: 6
LUMO level (spin up / spin down): -0.1459 / -0.0934 Eh
F_max: 6.5 eV/A

Positions of all 92 atoms, in Å:
Sm 0.1665 0.7430 -1.4667
N 1.4542 -0.2452 0.3660
C 2.5338 -1.1774 0.0315
C 3.5394 -0.7598 -1.0345
N 2.8247 -0.1101 -2.1358
C 3.6561 0.9775 -2.7409
C 2.7464 1.9632 -3.5028
N 1.5174 2.3706 -2.6962
C 2.3917 -1.0085 -3.2909
C 1.4812 -2.1289 -2.9443
N 0.1890 -1.7663 -2.3714
H 1.9863 0.5423 0.7193
H 0.8125 -0.5211 1.1316
H 2.1051 -2.1225 -0.3021
H 3.1248 -1.4115 0.9799
H 4.0438 -1.7293 -1.3480
H 4.2558 -0.1446 -0.5327
H 4.4911 0.5409 -3.3663
H 4.1865 1.4771 -1.9268
H 2.4059 1.5859 -4.4780
H 3.3229 2.9059 -3.7324
H 1.0124 3.0368 -3.2991
H 1.9343 2.9549 -1.9276
H 3.2950 -1.3257 -3.8174
H 1.8918 -0.3467 -4.1008
H 1.9571 -2.9032 -2.3250
H 1.2584 -2.6949 -3.9133
H -0.1691 -2.5830 -1.8289
H -0.4949 -1.6710 -3.1023
C 2.6575 1.6502 4.6536
C 3.0937 2.3860 3.3325
C 3.7067 3.7653 3.6031
C 1.9082 2.4907 2.4405
C 1.6612 3.4378 1.3936
C 0.3885 3.0750 0.9755
N -0.0505 2.0109 1.6523
N 0.9808 1.5814 2.4794
B -1.4408 1.4015 1.9549
N -2.2583 1.0010 0.6688
C -3.5465 1.4670 0.4306
C -4.1799 0.6457 -0.4921
C -3.3049 -0.4213 -0.7593
N -2.0940 -0.1605 -0.1607
C -3.7338 -1.7480 -1.2738
C -4.7066 -1.6769 -2.4380
C -4.3953 -2.5386 -0.1568
N -1.2145 0.1653 2.8725
C -2.0408 -0.3239 3.8142
C -1.7630 -1.6110 4.1288
C -0.6965 -1.9524 3.2066
N -0.3224 -0.9042 2.5489
C 0.0220 -3.2508 2.8525
C 1.5205 -3.0743 3.1158
C -0.5895 -4.4815 3.5733
H 2.0716 2.2991 5.2491
H 2.1590 0.6821 4.3960
H 3.5407 1.3709 5.3004
H 3.8742 1.8099 2.7732
H 2.9930 4.5168 3.9369
H 4.4215 3.6946 4.4939
H 4.3965 4.1946 2.8036
H 2.3143 4.2714 1.0916
H -0.2364 3.5327 0.2219
H -2.1143 2.1959 2.5324
H -3.9562 2.2093 1.0984
H -5.2334 0.6244 -0.8188
H -2.8864 -2.3151 -1.6351
H -5.6913 -1.2932 -2.1706
H -4.3836 -1.0075 -3.2067
H -4.9572 -2.6401 -2.9371
H -5.4627 -2.5844 -0.3050
H -3.8967 -3.5838 -0.0602
H -4.2404 -1.9994 0.8179
H -2.8166 0.3161 4.2598
H -2.1076 -2.1768 4.9982
H -0.1265 -3.4283 1.7769
H 1.6717 -3.1771 4.2579
H 2.0794 -3.8916 2.6275
H 1.8350 -2.1263 2.7664
H -0.3818 -4.5223 4.6745
H -1.7280 -4.5670 3.4829
H -0.1596 -5.4424 3.1750
N -2.5764 0.3993 -5.3371
C -1.9496 0.8354 -4.2306
O -0.9473 0.2751 -3.6823
C -2.4701 2.0200 -3.5841
C -1.8780 2.5186 -2.4684
N -1.2000 2.8085 -1.5251
C -3.4861 2.8047 -4.1873
N -4.3754 3.5675 -4.5146
H -3.4005 0.8405 -5.6464
H -2.2170 -0.4147 -5.8862

Record 2
The following is a quantum chemistry calculation of 3 unconnected molecules or ions with the total composition C28H48BrF3N2O6S, from OMol25.

Summary:
charge: 0
multiplicity: 3
LUMO level (spin up / spin down): 0.0114 / 0.0113 Eh
F_max: 1.7 eV/A

Positions of all 89 atoms, in Å:
C 3.3494 -0.3586 1.1541
C 2.4415 -0.7382 0.4720
C 1.3467 -1.1852 -0.3865
C 0.8928 -0.1672 -1.4525
C 2.0548 0.3198 -2.3348
O 2.8989 1.2342 -1.6799
C 3.0271 2.4799 -2.3407
C -0.0263 -0.9488 -2.4104
O -1.2534 -1.3143 -1.7741
S -2.2992 -0.1096 -1.6395
O -3.1112 -0.0690 -2.8101
O -2.9317 -0.2531 -0.3756
C -1.1857 1.3166 -1.6856
C -1.9039 2.6166 -1.3107
F -1.0092 3.5937 -1.1469
F -2.6728 2.5571 -0.2454
F -2.6857 2.9843 -2.3388
C 0.1231 1.0620 -0.9009
Br -0.2226 1.0235 1.0220
H 4.2634 -0.0525 1.6046
H 0.5069 -1.5430 0.2077
H 1.7262 -2.0582 -0.9291
H 1.6066 0.8181 -3.2079
H 2.6200 -0.5341 -2.7221
H 3.4595 2.3449 -3.3363
H 2.0631 2.9974 -2.4262
H 3.6834 3.1091 -1.7441
H -0.2045 -0.4300 -3.3550
H 0.4779 -1.8821 -2.6602
H -0.8826 1.4584 -2.7237
H 0.7294 1.9534 -1.0243
C -3.3755 -5.1787 1.1277
C -2.6760 -5.1784 -0.2500
C -3.6937 -5.1624 -1.3981
C -4.3548 -6.5106 -1.6764
C -3.2930 -7.5914 -1.8729
C -2.3306 -7.6924 -0.6885
N -1.7475 -6.3460 -0.3802
O -0.7708 -6.0757 -1.1842
C -3.0730 -8.2961 0.5176
C -1.1983 -8.6626 -1.0102
C -1.8842 -3.8778 -0.3023
H -3.5995 -6.1647 1.5180
H -2.7409 -4.6961 1.8720
H -4.3131 -4.6239 1.0798
H -3.1845 -4.8376 -2.3116
H -4.4502 -4.4054 -1.1844
H -5.0382 -6.7772 -0.8655
H -4.9653 -6.4335 -2.5781
H -3.7645 -8.5648 -2.0264
H -2.7259 -7.3704 -2.7829
H -2.4634 -8.2395 1.4208
H -3.2778 -9.3489 0.3217
H -4.0357 -7.8335 0.7197
H -0.6730 -8.3920 -1.9233
H -1.6127 -9.6617 -1.1454
H -0.4735 -8.7002 -0.1956
H -1.0755 -3.8835 0.4315
H -2.5484 -3.0448 -0.0704
H -1.4554 -3.7041 -1.2832
C 2.1962 7.0990 3.8287
C 2.6340 6.9810 2.3522
C 1.4619 7.2344 1.3933
C 0.4914 6.0632 1.2548
C 1.2515 4.7872 0.9027
C 2.3567 4.4596 1.9044
N 3.2565 5.6461 2.0838
O 4.1130 5.7211 1.1176
C 1.7208 3.9991 3.2281
C 3.1816 3.2763 1.4063
C 3.6663 8.0852 2.1444
H 1.8383 6.1738 4.2649
H 3.0363 7.4191 4.4462
H 1.4026 7.8397 3.9345
H 1.8667 7.4609 0.4014
H 0.9297 8.1299 1.7194
H -0.0857 5.9318 2.1741
H -0.2329 6.2839 0.4680
H 0.5684 3.9391 0.8501
H 1.6906 4.9016 -0.0954
H 2.4742 3.9040 4.0119
H 1.2674 3.0182 3.0826
H 0.9266 4.6494 3.5870
H 3.5881 3.4492 0.4117
H 2.5475 2.3900 1.3588
H 4.0115 3.0672 2.0836
H 4.5679 7.8954 2.7272
H 3.2337 9.0298 2.4785
H 3.9521 8.1940 1.1003

Record 3
The following is a quantum chemistry calculation of a molecular structure, C28H48BrMnN6O7P3S2, from OMol25.

Summary:
charge: -1
multiplicity: 5
LUMO level (spin up / spin down): 0.0682 / 0.0846 Eh
F_max: 0.7 eV/A

Positions of all 96 atoms, in Å:
Mn 1.0687 0.5417 0.2842
O 0.6715 -2.7664 -2.3932
C 0.9693 -2.2709 -3.6163
C 1.3549 -3.1619 -4.6103
C 1.6548 -2.6962 -5.8823
C 1.5805 -1.3417 -6.1624
C 1.1830 -0.4557 -5.1661
C 0.8563 -0.8991 -3.8940
C 0.3454 0.0137 -2.7853
O 1.1224 -0.0644 -1.6647
N 0.2536 1.4220 -3.3587
N -0.0928 2.2453 -2.2763
C 0.9639 2.4435 -1.5732
C 0.8875 2.6189 -0.1428
Br 1.5488 1.1514 2.5941
C 0.8612 3.6868 0.6409
C 0.8024 5.0889 0.1787
C 1.3201 6.0865 1.0078
C 1.3112 7.4165 0.6193
C 0.7699 7.7794 -0.6066
C 0.2340 6.7999 -1.4315
C 0.2439 5.4679 -1.0439
H 0.7910 -2.0320 -1.7428
H 1.4237 -4.2141 -4.3631
H 1.9597 -3.3962 -6.6514
H 1.8369 -0.9713 -7.1472
H 1.1418 0.6069 -5.3679
H -0.6957 -0.2952 -2.5563
H -0.5532 1.4101 -3.9763
H 1.9459 2.2171 -1.9941
H 0.9039 3.5465 1.7150
H 1.7431 5.8020 1.9644
H 1.7274 8.1720 1.2747
H 0.7583 8.8183 -0.9128
H -0.2028 7.0748 -2.3840
H -0.1936 4.7134 -1.6833
C 4.9396 -4.5038 -0.3055
C 3.8437 -3.7112 -0.9908
O 4.1006 -2.3035 -0.9522
P 3.6260 -1.3726 0.2702
S 3.9592 0.4861 -0.2340
S 1.7597 -1.8715 0.8123
O 4.5310 -1.8712 1.5117
C 5.8020 -1.2729 1.7976
C 5.6653 -0.3277 2.9706
H 4.7853 -5.5709 -0.4808
H 4.9408 -4.3226 0.7685
H 5.9159 -4.2267 -0.7071
H 2.8643 -3.9115 -0.5511
H 3.7879 -3.9591 -2.0511
H 6.1747 -0.7470 0.9168
H 6.4818 -2.0980 2.0235
H 4.9757 0.4778 2.7180
H 6.6381 0.0990 3.2269
H 5.2730 -0.8575 3.8395
C -4.4362 -2.0921 3.8936
N -3.8272 -0.7842 3.9882
C -4.6332 0.2243 4.6456
P -2.5349 -0.3652 3.0399
O -2.0909 0.9928 3.3586
O -3.1383 -0.5482 1.5372
P -2.5702 -0.1588 0.0738
O -1.0977 -0.1423 -0.0333
N -3.2090 -1.3042 -0.9178
C -2.3955 -2.4364 -1.3473
C -4.6380 -1.5590 -0.9006
N -3.4083 1.2143 -0.2968
C -3.2174 2.3748 0.5837
C -3.3756 1.6098 -1.7142
N -1.4230 -1.5609 3.0927
C -1.4336 -2.7858 2.3145
C -0.4943 -1.5682 4.2175
H -4.6467 -2.4906 4.8909
H -3.7710 -2.7885 3.3876
H -5.3796 -2.0565 3.3343
H -4.8116 -0.0580 5.6878
H -5.6073 0.3433 4.1542
H -4.1063 1.1744 4.6246
H -1.3366 -2.1983 -1.2765
H -2.6234 -2.6736 -2.3896
H -2.6030 -3.3266 -0.7412
H -5.1764 -0.6567 -0.6180
H -4.8958 -2.3589 -0.1955
H -4.9645 -1.8650 -1.8978
H -3.3309 2.0950 1.6267
H -3.9741 3.1178 0.3267
H -2.2249 2.8194 0.4576
H -3.5833 0.7478 -2.3460
H -2.4083 2.0397 -1.9885
H -4.1609 2.3528 -1.8692
H -2.1285 -2.7131 1.4819
H -1.7226 -3.6436 2.9366
H -0.4391 -2.9764 1.9135
H -0.4649 -0.5832 4.6781
H 0.5091 -1.7865 3.8499
H -0.7878 -2.3195 4.9612

Record 4
The following is a quantum chemistry calculation of 3 unconnected molecules or ions with the total composition C28H48F8N5O8, from OMol25.

Summary:
charge: +1
LUMO level: -0.1258 Eh
F_max: 7.6 eV/A

Positions of all 97 atoms, in Å:
C -2.9582 -4.3417 4.9032
C -1.8782 -4.3914 4.1362
N -0.5800 -4.1920 3.4903
C -0.0567 -3.0463 2.9993
N 1.2996 -3.1291 2.4401
C 1.4864 -1.7046 2.0829
C 2.9138 -1.3484 1.4646
C 3.3370 -2.5353 0.4127
N 2.5483 -2.9634 -0.5709
N 0.2876 -0.9464 2.3935
C 0.1692 0.5476 2.1334
O 0.8571 0.9701 0.9345
C 1.2705 2.3701 1.0532
C 2.7634 2.5874 1.6340
N -0.6976 -1.7422 2.9819
C -2.0144 -1.2234 3.4486
C -3.2911 -1.7896 2.5797
O -3.9675 -0.7478 1.8285
C -5.3569 -1.1120 1.5352
C -6.2767 0.0733 2.1299
F -6.1909 1.1855 1.2196
F -5.6275 0.5138 3.3720
C -7.7778 -0.3567 2.5410
F -7.9069 -1.7664 2.8970
F -8.0777 0.3624 3.7813
C -8.9180 -0.0069 1.4566
F -9.0657 1.4245 1.2101
F -8.5175 -0.6734 0.2137
C -10.3990 -0.5451 1.8172
F -10.8228 -0.2782 3.1679
F -10.6139 -1.9407 1.5370
H -3.8260 -4.2956 5.6719
H 0.0222 -5.0445 3.4004
H 3.0333 -0.2966 1.0249
H 3.6908 -1.4313 2.3342
H 4.3687 -3.0402 0.5313
H 1.6725 -2.4011 -0.5569
H -0.9520 0.8503 1.9881
H 0.5207 1.1463 3.0704
H 0.5109 2.9513 1.7268
H 1.2667 2.8405 -0.0159
H 3.4658 3.1512 0.8891
H 2.7553 3.2520 2.5961
H 3.3213 1.6239 1.9238
H -2.1797 -1.6648 4.5184
H -2.0875 -0.0841 3.5692
H -2.9351 -2.6743 1.9340
H -4.0622 -2.2356 3.3379
H -5.6442 -2.1708 1.8775
H -5.5109 -1.0963 0.3756
H -11.1337 0.0429 1.1253
C -2.0057 5.0210 -0.0273
O -0.9696 5.6933 -0.7198
C -1.3639 6.1605 -2.0080
C -0.8337 7.5752 -2.2680
O -1.4467 8.6020 -1.4855
C -1.1788 8.5997 -0.0801
C 0.2697 8.9066 0.3052
O 1.1318 7.8246 -0.0346
C 2.3675 8.2454 -0.5886
H -2.1126 4.0005 -0.4094
H -1.7337 4.9776 1.0304
H -2.9569 5.5570 -0.1059
H -2.4532 6.1610 -2.1141
H -0.9405 5.4743 -2.7478
H -1.0707 7.8202 -3.3067
H 0.2498 7.6176 -2.1886
H -1.5313 7.6766 0.3790
H -1.8041 9.3979 0.3334
H 0.3324 9.0436 1.3900
H 0.5819 9.8371 -0.1860
H 2.2222 9.0263 -1.3427
H 2.8276 7.3858 -1.0795
H 3.0326 8.6018 0.2041
C 8.0932 -6.9317 -4.2207
O 7.0819 -6.0341 -4.6435
C 6.1432 -6.6252 -5.5380
C 4.7104 -6.2035 -5.1924
O 4.1984 -6.7492 -3.9740
C 4.7868 -6.2881 -2.7546
C 4.5300 -4.8159 -2.4263
O 5.2586 -3.9611 -3.3017
C 4.5128 -2.8365 -3.7356
H 8.8492 -7.0438 -5.0041
H 8.5660 -6.5134 -3.3289
H 7.6782 -7.9086 -3.9521
H 6.2096 -7.7175 -5.5188
H 6.3890 -6.2773 -6.5460
H 4.0622 -6.5942 -5.9813
H 4.5945 -5.1227 -5.2155
H 5.8488 -6.5294 -2.7226
H 4.3196 -6.8863 -1.9650
H 4.8755 -4.6079 -1.4076
H 3.4523 -4.6194 -2.4793
H 3.5005 -3.1221 -4.0416
H 5.0188 -2.4107 -4.6040
H 4.4717 -2.0838 -2.9419

Record 5
The following is a quantum chemistry calculation of a molecular structure, C28H48N6O11S2VY, from OMol25.

Summary:
charge: +2
multiplicity: 3
LUMO level (spin up / spin down): -0.1871 / -0.1870 Eh
F_max: 3.9 eV/A

Positions of all 97 atoms, in Å:
Y 8.7182 -0.3627 25.8696
V 7.4565 1.4108 20.4584
S 7.0758 0.6685 23.7619
O 5.7409 1.1372 23.9955
O 7.2789 -0.7819 24.2722
O 7.6169 0.6593 22.3749
O 8.1870 1.4491 24.7045
S 9.2279 1.7666 18.4733
O 7.6946 2.1776 18.6659
O 9.4736 0.7643 17.4778
O 10.1827 2.8055 18.5611
O 9.1667 1.0364 19.8795
C 6.5879 -5.8414 24.2695
C 7.7312 -4.9226 23.7993
C 8.9505 -4.9552 24.7693
C 9.1623 -3.7377 25.4812
N 9.2490 -2.7136 26.0156
H 5.6700 -5.7030 23.7063
H 6.3192 -5.7251 25.3050
H 6.8668 -6.8783 24.2231
H 7.5534 -3.8274 23.7232
H 8.0860 -5.1999 22.8068
H 9.9169 -5.0619 24.2848
H 8.8472 -5.8409 25.4361
C 15.4031 0.4764 28.1239
C 13.9850 0.1818 27.9219
C 13.4198 0.8674 26.6078
C 12.0401 0.6882 26.4426
N 10.9595 0.3616 26.2026
H 15.9958 0.2735 27.2099
H 15.7087 -0.2592 28.9013
H 15.5683 1.4530 28.5599
H 13.3124 0.4572 28.7589
H 13.7534 -0.8619 27.6740
H 13.9477 0.3285 25.8491
H 13.7013 1.9431 26.4195
C 8.7958 6.8472 23.3315
C 8.0902 7.0822 22.0052
C 8.5212 6.1884 20.8272
C 8.1961 4.7462 21.1098
N 8.0179 3.6027 21.2259
H 9.7980 7.2899 23.2482
H 8.9059 5.7342 23.4569
H 8.1897 7.3056 24.0901
H 8.2818 8.1352 21.7733
H 7.0431 7.1073 22.1912
H 9.6169 6.3742 20.5412
H 8.0284 6.4538 19.9284
C 4.0478 4.5871 17.0891
C 3.4077 3.2308 17.2994
C 3.2682 2.8740 18.8041
C 4.5131 2.5082 19.4641
N 5.4229 2.1126 20.0402
H 5.1237 4.6121 17.2607
H 3.6734 5.4263 17.6254
H 3.9556 4.8947 16.0153
H 4.0025 2.4707 16.7898
H 2.4103 3.1815 16.8201
H 2.5448 2.0486 18.9451
H 2.8435 3.6870 19.3583
C 5.6997 2.7647 29.4848
C 6.8578 2.5965 30.4934
C 8.2785 2.3430 29.8350
C 8.1499 1.4459 28.7298
N 7.9741 0.9447 27.6914
H 4.8171 2.8846 30.0759
H 5.4566 1.8346 28.9694
H 5.7715 3.5639 28.6919
H 6.6226 1.8176 31.2091
H 7.0363 3.4517 31.2070
H 9.0461 1.9393 30.4908
H 8.7442 3.2564 29.4484
C 6.3830 -4.5462 18.3009
C 7.2107 -3.5292 17.5657
C 6.7034 -2.0767 17.5685
C 7.0055 -1.3119 18.7783
N 7.1011 -0.5706 19.6731
H 6.4654 -4.2737 19.3552
H 6.6767 -5.5890 18.1697
H 5.3173 -4.5629 18.1019
H 7.2200 -3.8675 16.5589
H 8.2294 -3.5411 17.9580
H 5.6281 -1.9750 17.4082
H 7.2042 -1.4692 16.8034
C 11.7877 4.2226 21.8045
C 12.5937 2.9396 21.7477
C 13.8527 2.8172 20.9285
O 14.6742 1.8927 21.7285
C 14.3462 2.0733 23.0315
O 14.8788 1.5332 23.9098
O 13.1858 2.7563 23.1388
H 11.3140 4.3773 20.8225
H 12.4470 5.0659 21.7671
H 11.0437 4.2690 22.5914
H 11.9170 2.1020 21.5964
H 14.4067 3.7438 20.8377
H 13.6424 2.3810 19.9954